# 1
Entry from the Open Molecules 2025 dataset: a structure of composition C27H30N2O2P2Y (the ωB97M-V functional and the def2-TZVPD basis).

```
! RIJCOSX wB97M-V def2-TZVPD def2/J DEFGRID3
* xyz 3 1
Y -1.1862 -1.7159 -1.1189
O 0.6705 -1.9516 -0.1132
P 1.6343 -0.7276 -0.2422
C 1.0786 0.4579 1.0028
P -0.6406 1.0529 0.8338
O -1.3501 0.1711 -0.2562
C -0.6016 2.7291 0.2883
C 0.0566 3.6765 1.0801
C 0.0817 5.0016 0.6852
C -0.5583 5.3839 -0.4903
C -1.2245 4.4480 -1.2693
C -1.2480 3.1154 -0.8853
C -1.4586 0.8488 2.3855
C -0.7474 0.9316 3.5878
C -1.4252 0.8886 4.7958
C -2.8077 0.7642 4.8072
C -3.5206 0.6945 3.6159
C -2.8531 0.7479 2.4047
C 3.3213 -1.1047 -0.0259
C 3.7245 -1.6626 1.1989
C 5.0523 -1.9842 1.3944
C 5.9775 -1.7504 0.3792
C 5.5828 -1.2033 -0.8339
C 4.2527 -0.8799 -1.0447
C 1.2865 0.0018 -1.8501
C 1.5573 1.3438 -2.0900
C 1.2162 1.9254 -3.3083
C 0.5970 1.1850 -4.3007
C 0.3225 -0.1628 -4.0845
C 0.6483 -0.7424 -2.8634
H 1.7573 1.3152 1.0034
H 1.2029 -0.0551 1.9604
H 0.5339 3.3985 2.0148
H 0.5848 5.7404 1.2935
H -0.5452 6.4225 -0.7934
H -1.7353 4.7598 -2.1704
H -1.7751 2.3903 -1.4920
H 0.3298 1.0441 3.6050
H -0.8765 0.9558 5.7250
H -3.3344 0.7338 5.7517
H -4.5991 0.6160 3.6356
H -3.4228 0.7397 1.4828
H 3.0125 -1.8588 1.9930
H 5.3753 -2.4172 2.3310
H 7.0184 -1.9992 0.5392
H 6.3114 -1.0324 -1.6141
H 3.9538 -0.4538 -1.9945
H 2.0490 1.9562 -1.3430
H 1.4452 2.9692 -3.4797
H 0.3527 1.6394 -5.2514
H -0.1079 -0.7649 -4.8745
H 0.5767 -1.8356 -2.8008
N -3.5809 -2.3066 -0.9763
C -3.7369 -3.6724 -0.3754
C -2.7608 -4.6360 -1.0133
N -1.3611 -4.1512 -0.8136
H -4.1052 -1.6367 -0.4147
H -4.0660 -2.2957 -1.8744
H -4.7563 -4.0363 -0.4976
H -3.5524 -3.5858 0.6975
H -2.9392 -4.7099 -2.0878
H -2.8975 -5.6328 -0.5951
H -0.7300 -4.7077 -1.3898
H -1.0596 -4.3756 0.1358
*
```

* DFT total energy: -2027.22511 a.u.
* maximum force: 0.78 eV Å⁻¹

---

# 2
Entry from the Open Molecules 2025 dataset: a structure of composition C27H30N3PS5Sn (the ωB97M-V functional and the def2-TZVPD basis).

```
! RIJCOSX wB97M-V def2-TZVPD def2/J DEFGRID3
* xyz 0 1
Sn -0.6936 -0.1484 0.2259
N 2.3663 1.5982 -5.1332
C 1.9209 1.7454 -3.6746
C 2.7026 0.7687 -2.8169
C 2.2572 -0.7105 -2.9479
N 1.7986 -1.1057 -1.6197
C 1.1495 -0.9421 -3.9985
C 0.0151 0.1078 -4.1037
N -1.1209 -0.3264 -3.3162
C 0.4319 1.5025 -3.6035
H 3.3609 1.7837 -5.2357
H 1.8447 2.2271 -5.7401
H 2.1778 0.6375 -5.4192
H 2.1590 2.7696 -3.3915
H 2.5132 1.0654 -1.7816
H 3.7794 0.8811 -2.9856
H 3.1158 -1.3085 -3.2830
H 2.5493 -1.0051 -0.9421
H 1.4967 -2.0761 -1.5975
H 0.6821 -1.9011 -3.7648
H 1.6194 -1.0952 -4.9839
H -0.2387 0.1916 -5.1747
H -1.6074 -1.1042 -3.7407
H -1.7860 0.4186 -3.1353
H 0.1378 1.5910 -2.5548
H -0.1191 2.2787 -4.1440
C 1.3966 -3.5424 6.6176
C 1.7062 -4.3422 5.5290
C 1.4929 -3.8790 4.2341
C 0.9653 -2.6087 4.0206
C 0.6460 -1.8122 5.1264
C 0.8682 -2.2722 6.4145
P 0.5321 -1.9186 2.3792
C 1.2617 -3.1783 1.2431
C 2.6329 -3.3317 1.0287
C 3.1083 -4.2593 0.1079
C 2.2164 -5.0463 -0.6121
C 0.8491 -4.9118 -0.3993
C 0.3768 -3.9818 0.5214
C 1.6650 -0.4906 2.1845
C 2.8821 -0.3393 2.8505
C 3.6555 0.7917 2.6252
C 3.1887 1.7865 1.7717
C 1.9579 1.6460 1.1367
C 1.1734 0.5063 1.3125
H 1.5554 -3.9106 7.6241
H 2.1186 -5.3312 5.6867
H 1.7382 -4.5144 3.3926
H 0.2161 -0.8284 4.9624
H 0.6199 -1.6464 7.2633
H 3.3309 -2.7185 1.5876
H 4.1760 -4.3696 -0.0479
H 2.5859 -5.7719 -1.3278
H 0.1505 -5.5282 -0.9538
H -0.6896 -3.8583 0.6785
H 3.2168 -1.0908 3.5600
H 4.6112 0.9049 3.1221
H 3.7787 2.6844 1.6267
H 1.5805 2.4585 0.5176
S -6.5225 4.3407 0.8377
C -5.1441 3.4433 0.7919
S -3.9025 3.6494 -0.3903
C -2.8016 2.4097 0.1806
C -3.1972 1.7245 1.2685
S -2.3417 0.4528 2.1068
S -4.7575 2.1944 1.9193
S -1.3033 2.2135 -0.7078
*
```

* DFT total energy: -3757.68034 a.u.
* maximum force: 0.46 eV Å⁻¹

---

# 3
Entry from the Open Molecules 2025 dataset: an isolated molecule of C27H30N4O6 (the ωB97M-V functional and the def2-TZVPD basis).

```
! RIJCOSX wB97M-V def2-TZVPD def2/J DEFGRID3
* xyz 0 1
C -5.0021 -0.4726 -0.7145
C -4.1965 0.6653 -1.3405
C -3.4813 0.1887 -2.6029
C -5.0852 1.8749 -1.6212
O -3.2132 0.9923 -0.3210
C -2.2599 1.8749 -0.5411
O -2.1559 2.6103 -1.4868
C -1.2561 1.8820 0.6292
C 0.1549 2.1422 0.0646
C 1.1780 2.1924 1.1593
C 1.7798 1.0245 1.6115
C 2.7043 1.0623 2.6394
C 3.0443 2.2696 3.2252
C 2.4525 3.4387 2.7791
C 1.5220 3.3981 1.7559
N -1.3129 0.6470 1.3703
C -1.0747 -0.5514 0.8187
O -0.7862 -0.7164 -0.3647
C -1.1739 -1.6481 1.7943
N -1.6679 -1.4023 3.0450
C -1.6181 -2.5354 3.6876
N -1.1070 -3.5187 2.9216
C -0.8143 -2.9845 1.6998
C -0.1577 -3.8573 0.7027
O 0.1613 -4.9971 1.0118
N 0.0230 -3.3082 -0.5075
C 0.8173 -3.9581 -1.5102
C 2.1816 -3.3067 -1.7076
O 2.9038 -3.5490 -2.6378
O 2.4632 -2.4627 -0.7186
C 3.7047 -1.7581 -0.7728
C 3.5031 -0.3021 -1.1034
C 2.6052 0.0798 -2.0913
C 2.4343 1.4177 -2.3996
C 3.1624 2.3845 -1.7275
C 4.0628 2.0093 -0.7460
C 4.2301 0.6724 -0.4331
H -5.7875 -0.7910 -1.3934
H -5.4507 -0.1430 0.2191
H -4.3482 -1.3152 -0.5048
H -2.9780 1.0182 -3.0918
H -4.2002 -0.2460 -3.2916
H -2.7381 -0.5608 -2.3385
H -5.5637 2.2108 -0.7037
H -5.8530 1.6028 -2.3398
H -4.4940 2.6903 -2.0291
H -1.5371 2.6960 1.3056
H 0.3924 1.3379 -0.6317
H 0.1236 3.0809 -0.4881
H 1.5338 0.0822 1.1448
H 3.1641 0.1467 2.9822
H 3.7703 2.3003 4.0244
H 2.7173 4.3845 3.2293
H 1.0630 4.3131 1.4088
H -1.5897 0.6376 2.3413
H -1.9421 -2.6745 4.6995
H -0.9266 -4.4871 3.1449
H -0.2270 -2.3206 -0.6383
H 0.9839 -4.9942 -1.1912
H 0.3016 -3.9690 -2.4753
H 4.3399 -2.2338 -1.5320
H 4.1683 -1.8692 0.2111
H 2.0356 -0.6707 -2.6196
H 1.7286 1.7049 -3.1644
H 3.0271 3.4282 -1.9679
H 4.6304 2.7587 -0.2149
H 4.9304 0.3835 0.3372
*
```

* SMILES: CC(C)(C)OC(=O)[C@H](Cc1ccccc1)NC(=O)c1nc[nH]c1C(=O)NCC(=O)OCc1ccccc1
* DFT total energy: -1717.46502 a.u.
* maximum force: 0.96 eV Å⁻¹

---

# 4
Entry from the Open Molecules 2025 dataset: an isolated molecule of C27H30N6O6 (the ωB97M-V functional and the def2-TZVPD basis).

```
! RIJCOSX wB97M-V def2-TZVPD def2/J DEFGRID3
* xyz 0 1
C -6.9411 -2.4733 0.8247
O -6.7498 -1.9075 -0.4494
C -5.6145 -1.1832 -0.6657
C -5.4532 -0.6518 -1.9435
C -4.3306 0.0817 -2.2689
C -3.3362 0.3283 -1.3255
O -2.1864 1.0118 -1.5937
C -1.9434 1.4513 -2.9122
C -3.5067 -0.1806 -0.0294
C -2.5106 0.0028 1.0659
O -2.3258 -0.8481 1.9212
N -1.8729 1.1900 1.0681
C -0.8105 1.4967 1.9905
C -0.9349 2.9625 2.4621
C -0.8143 3.8888 1.2660
N 0.3427 4.5808 1.1863
O -1.6824 3.9877 0.4252
C 0.5491 1.2523 1.3722
C 1.6017 0.7394 2.1344
C 2.8188 0.4419 1.5731
C 3.0629 0.6360 0.2007
N 4.1739 0.1518 -0.4205
C 5.2844 -0.4034 0.3194
C 5.0577 -1.9165 0.5824
N 4.1058 -2.4188 -0.3890
C 2.7792 -2.4638 0.0135
C 1.7048 -2.4580 -0.8873
C 0.4201 -2.4745 -0.3837
C 0.2167 -2.5330 0.9887
C 1.3399 -2.5923 1.7902
N 2.5774 -2.5497 1.3285
C 4.4316 -1.9051 -1.6997
C 4.0884 -0.3953 -1.7598
C 2.0528 1.3240 -0.5166
N 2.2903 1.9202 -1.7843
O 1.3266 2.2087 -2.4776
O 3.4420 2.1827 -2.0981
C 0.8017 1.5640 0.0555
C -4.6288 -0.9421 0.2793
H -7.0043 -1.7035 1.6005
H -6.1407 -3.1760 1.0766
H -7.8879 -3.0086 0.7699
H -6.2209 -0.8321 -2.6790
H -4.2395 0.4674 -3.2715
H -0.9418 1.8794 -2.9016
H -2.6630 2.2177 -3.2145
H -1.9716 0.6197 -3.6224
H -2.0766 1.8777 0.3558
H -0.9329 0.8245 2.8489
H -1.9218 3.0999 2.9057
H -0.1688 3.1750 3.2071
H 0.4971 5.1668 0.3815
H 1.0939 4.4579 1.8404
H 1.4423 0.5308 3.1819
H 3.5710 -0.0143 2.1931
H 5.4312 0.1482 1.2464
H 6.1742 -0.2563 -0.3005
H 5.9979 -2.4654 0.4785
H 4.6382 -2.1011 1.5704
H 1.8596 -2.4306 -1.9539
H -0.4232 -2.4346 -1.0580
H -0.7720 -2.5117 1.4140
H 1.2593 -2.6622 2.8674
H 5.4995 -2.0737 -1.8575
H 3.8930 -2.4478 -2.4756
H 3.0675 -0.2922 -2.1284
H 4.7561 0.1473 -2.4372
H 0.0473 2.0230 -0.5639
H -4.6893 -1.3319 1.2830
*
```

* SMILES: COc1ccc(OC)c(C(=O)N[C@H](CC(N)=O)c2ccc(N3CCN(c4ccccn4)CC3)c([N+](=O)[O-])c2)c1
* DFT total energy: -1826.79171 a.u.
* maximum force: 1.43 eV Å⁻¹

---

# 5
Entry from the Open Molecules 2025 dataset: a structure of composition C27H30N9O3S2Se2Ti (the ωB97M-V functional and the def2-TZVPD basis).

```
! RIJCOSX wB97M-V def2-TZVPD def2/J DEFGRID3
* xyz -1 3
Ti 0.0212 -0.1788 0.0831
N 3.5349 -0.7873 2.6186
C 2.7791 -0.3551 1.5885
N 1.6629 -0.9325 1.2460
C 1.2433 -2.0978 1.9032
N 0.2513 -2.7628 1.4225
N -0.3112 -2.0991 0.3576
C -1.1778 -2.7139 -0.4512
C -1.5250 -1.9621 -1.5999
C -2.1711 -2.5049 -2.7224
C -2.2163 -1.7837 -3.8850
C -1.6639 -0.4962 -3.9183
C -1.1466 0.0241 -2.7584
N -1.0498 -0.6762 -1.6087
C 2.0186 -2.5923 3.0383
C 1.6702 -3.7283 3.7607
C 2.4360 -4.1343 4.8398
C 3.5495 -3.3904 5.2191
C 3.9097 -2.2596 4.5108
C 3.1523 -1.8683 3.4122
H 4.2829 -0.1901 2.9247
H 3.2393 0.3549 0.9273
H -1.4938 -3.7349 -0.2818
H -2.5875 -3.5029 -2.6555
H -2.6774 -2.1984 -4.7733
H -1.6961 0.1140 -4.8096
H -0.8141 1.0521 -2.7329
H 0.7883 -4.2741 3.4491
H 2.1606 -5.0210 5.3955
H 4.1399 -3.6957 6.0746
H 4.7756 -1.6758 4.8046
O -2.2923 1.4777 5.8001
C -1.1103 0.8794 5.2435
C -0.4471 1.7819 4.1952
C -0.3117 3.2134 4.7699
O -0.1405 4.2415 3.8047
C 0.9462 1.1764 3.9458
Se 2.2014 2.2202 2.8261
C -1.3714 1.8176 2.9567
Se -1.6307 0.1116 1.9742
H -2.9725 0.8059 5.8585
H -1.3569 -0.0602 4.7417
H -0.3996 0.6613 6.0476
H 0.5336 3.2088 5.4719
H -1.2145 3.4606 5.3233
H 0.6501 3.9995 3.2847
H 0.8235 0.1981 3.4781
H 1.4473 1.0425 4.9049
H -1.0258 2.5626 2.2602
H -2.3693 2.0909 3.2938
N 3.1589 1.2059 -2.1745
C 3.5624 -0.0858 -2.4307
C 2.6297 -0.8845 -1.8564
N 1.6564 -0.1129 -1.2729
C 2.0062 1.1453 -1.4701
C 1.1495 2.1791 -0.9683
N 0.0136 1.8197 -0.3773
C -0.7100 2.9684 -0.1999
C 0.0113 4.0264 -0.6481
N 1.1853 3.5143 -1.1425
H 3.6092 2.0446 -2.4924
H 4.4551 -0.3070 -2.9908
H 2.5857 -1.9603 -1.8244
H -1.7157 2.9470 0.1781
H -0.2049 5.0817 -0.6608
H 1.9689 4.0512 -1.4609
C -5.3570 0.5023 -4.7477
O -4.9493 0.6333 -3.3898
C -4.0824 1.6311 -3.0335
S -3.4656 2.6836 -4.2110
S -3.6887 1.6351 -1.3987
H -6.0402 -0.3471 -4.7666
H -4.5051 0.3171 -5.4019
H -5.8599 1.4015 -5.0990
*
```

* DFT total energy: -8214.24024 a.u.
* maximum force: 1.67 eV Å⁻¹

---

# 6
Entry from the Open Molecules 2025 dataset: a structure of composition C27H31BrClN6O6RuTe4 (the ωB97M-V functional and the def2-TZVPD basis).

```
! RIJCOSX wB97M-V def2-TZVPD def2/J DEFGRID3
* xyz 0 2
Ru -2.9369 -0.1545 -1.2896
C -1.8606 3.3648 0.8320
C -3.2659 2.9034 0.7047
N -3.7179 1.8977 -0.0139
C -5.0842 1.9341 0.0689
C -5.4616 2.9764 0.8902
N -4.2895 3.5634 1.2801
C -6.7428 3.5332 1.3928
O -7.8463 3.0443 0.8926
O -6.6994 4.4134 2.2252
C -5.9413 0.9979 -0.7209
O -7.1723 1.1149 -0.6604
O -5.3323 0.1263 -1.3963
H -1.2887 3.0586 -0.0417
H -1.3940 2.9457 1.7244
H -1.8434 4.4510 0.9091
H -4.2580 4.3688 1.8875
H -7.6800 2.2750 0.2336
Te -3.5761 -2.0111 0.6121
Te -5.9338 -2.6460 -0.4581
Te -5.6422 -2.3515 -3.1140
Te -3.0983 -1.6710 -3.5430
O 0.7737 1.7925 -6.5085
C 0.2278 1.3855 -5.3542
C 0.7630 0.3603 -4.5716
C 0.1310 0.0260 -3.3940
N -0.9790 0.6205 -2.9601
C -1.4906 1.5744 -3.7291
Br -3.1450 2.2880 -3.1096
C -0.9380 2.0130 -4.9117
H 1.5479 1.2601 -6.7313
H 1.6569 -0.1604 -4.8785
H 0.5028 -0.7736 -2.7695
H -1.3819 2.7988 -5.4996
C 3.5063 0.1823 3.9635
C 4.1681 -0.1897 2.6280
C 5.0971 0.9478 2.1906
C 5.0282 -1.4395 2.8624
C 3.0470 -0.4653 1.5563
O 2.0750 -1.3480 2.0685
C 3.6466 -1.0467 0.2536
C 2.6245 -1.5363 -0.7839
C 1.8567 -2.7742 -0.3964
C 0.4668 -2.8080 -0.4143
C -0.2218 -3.9682 -0.1073
C 0.4773 -5.1158 0.2237
Cl -0.3806 -6.5636 0.6106
C 1.8633 -5.1105 0.2349
C 2.5376 -3.9458 -0.0794
C 2.2999 0.8768 1.2705
N 0.8931 0.6990 1.0863
C 0.1930 0.6827 -0.0525
N -1.0717 0.4149 0.2055
C -1.0958 0.2949 1.5527
N 0.0722 0.4721 2.1087
H 4.2440 0.1620 4.7608
H 2.7121 -0.5194 4.2035
H 3.0758 1.1802 3.9465
H 5.8657 1.0920 2.9459
H 4.5658 1.8883 2.0754
H 5.5916 0.7164 1.2512
H 5.6637 -1.2785 3.7287
H 5.6800 -1.6407 2.0171
H 4.4190 -2.3182 3.0610
H 2.4904 -2.1927 2.2723
H 4.2833 -1.8916 0.5114
H 4.2734 -0.2861 -0.2140
H 3.1846 -1.7655 -1.6964
H 1.9248 -0.7398 -1.0191
H -0.1091 -1.9269 -0.6768
H -1.3030 -3.9804 -0.1276
H 2.4047 -6.0126 0.4733
H 3.6188 -3.9609 -0.0921
H 2.7096 1.3506 0.3776
H 2.4133 1.5418 2.1258
H 0.5910 0.9080 -1.0208
H -1.9832 0.0984 2.1152
*
```

* DFT total energy: -6028.68391 a.u.
* maximum force: 2.64 eV Å⁻¹

---

# 7
Entry from the Open Molecules 2025 dataset: a structure of composition C27H31BrN9OPt (the ωB97M-V functional and the def2-TZVPD basis).

```
! RIJCOSX wB97M-V def2-TZVPD def2/J DEFGRID3
* xyz 3 1
Pt -0.2201 0.8396 -0.5902
Br 7.9929 -7.4397 3.0679
C 6.9315 -5.9570 3.3891
C 5.6994 -5.8369 2.6938
C 4.9051 -4.7608 2.9186
C 5.3218 -3.7692 3.8659
C 6.5516 -3.9262 4.5814
C 7.3571 -4.9935 4.3208
N 4.5980 -2.7169 4.2026
N 3.5143 -2.3478 3.7143
C 3.1176 -1.6186 2.7389
C 4.0584 -0.9012 1.8839
C 3.6424 -0.1023 0.8890
C 2.2286 0.0485 0.6317
O 1.8038 0.7356 -0.3130
C 1.2613 -0.6303 1.4918
N -0.0339 -0.3858 1.2074
C -0.9629 -0.9144 1.9874
C -0.6379 -1.7090 3.0887
C 0.6833 -1.9721 3.3760
C 1.6714 -1.4203 2.5527
H 5.4108 -6.6135 1.9993
H 3.9557 -4.6561 2.4092
H 6.8233 -3.1728 5.3097
H 8.3026 -5.1206 4.8290
H 5.1155 -1.0192 2.0892
H 4.3331 0.4478 0.2638
H -1.9926 -0.6934 1.7412
H -1.4303 -2.1091 3.7055
H 0.9538 -2.5765 4.2321
N -2.1435 0.6459 -1.0053
C -3.2423 0.4205 -1.3037
N -4.4700 0.2334 -1.6316
C -5.5868 0.7723 -0.8125
C -6.2761 -0.3740 -0.0879
C -6.7254 -1.4486 -1.0785
C -5.5512 -1.9500 -1.9203
C -4.8669 -0.7927 -2.6315
H -6.2687 1.2537 -1.5159
H -5.1950 1.5332 -0.1396
H -7.1254 0.0244 0.4678
H -5.5836 -0.8065 0.6417
H -7.4980 -1.0397 -1.7359
H -7.1802 -2.2803 -0.5420
H -5.8887 -2.6662 -2.6699
H -4.8252 -2.4651 -1.2836
H -5.5588 -0.2939 -3.3127
H -3.9866 -1.0922 -3.1975
C -0.4195 2.3771 -3.2045
N -0.1680 2.5771 -1.7160
C -1.2281 3.5556 -1.2125
N -1.1764 4.7840 -1.9430
C -1.4139 4.5203 -3.3664
N -0.3867 3.6256 -3.9036
C 0.9268 4.2526 -3.7301
N 1.1882 4.5125 -2.3094
C 1.1779 3.2762 -1.5876
C 0.1450 5.3987 -1.7867
H -1.3986 1.9076 -3.3039
H 0.3543 1.7038 -3.5755
H -1.0377 3.7259 -0.1518
H -2.1975 3.0809 -1.3450
H -1.3872 5.4627 -3.9106
H -2.3990 4.0695 -3.4961
H 0.9498 5.1952 -4.2739
H 1.7018 3.5981 -4.1307
H 1.3505 3.4541 -0.5249
H 1.9343 2.5994 -1.9839
H 0.1693 6.3407 -2.3314
H 0.3316 5.6003 -0.7310
*
```

* DFT total energy: -4307.85499 a.u.
* maximum force: 1.20 eV Å⁻¹

---

> Which of these has the highest maximum force?

C27H31BrClN6O6RuTe4